No. 1
The molecule C11H18OS in a non-equilibrium geometry, computed with ωB97M-V/def2-TZVPD.

Last column: natural (NBO) charge in e.
Geometry (Å):
C -1.976824 -2.854248 -0.683676  -0.617
C -1.633762 -1.499459 -0.108371  -0.010
C -2.455864 -0.752661 0.625087  -0.197
C -2.245168 0.605597 1.103681  -0.518
C -0.921668 1.329223 0.525306  0.247
O -0.401306 2.112096 1.480792  -0.712
S -1.479795 2.179965 -1.114531  -0.126
C 0.259447 0.045170 -0.191962  0.189
C 1.690051 0.378560 -0.187964  -0.135
C 2.085887 0.030771 1.291750  -0.595
C 1.845930 1.919481 -0.598230  -0.610
C 2.610009 -0.365293 -1.146913  -0.595
C -0.279092 -1.142839 -0.453595  -0.354
H -1.367138 -3.615296 -0.326946  0.212
H -1.864899 -2.798498 -1.722834  0.214
H -2.980383 -3.217860 -0.342756  0.211
H -3.568881 -1.088525 0.770241  0.205
H -3.130611 1.335991 1.024285  0.233
H -1.889203 0.515121 2.162733  0.226
H -1.186765 2.590567 1.765119  0.477
H -1.961028 0.995822 -1.525297  0.141
H 1.923063 0.909114 1.912279  0.222
H 1.445843 -0.773288 1.741034  0.215
H 3.090545 -0.256598 1.319526  0.207
H 0.972523 2.224911 -1.106749  0.227
H 2.785328 2.038763 -1.201181  0.200
H 1.939225 2.604087 0.187907  0.213
H 3.599800 -0.027895 -1.142590  0.215
H 2.258110 -0.260169 -2.162213  0.210
H 2.540177 -1.378932 -0.908711  0.199
H 0.296442 -1.783667 -0.985227  0.207

Forces on the atoms, in the same order (eV/Å):
C -2.593 0.876 1.923
C -0.228 -1.048 -0.187
C -3.539 -1.012 -0.891
C 2.436 1.977 0.841
C -0.387 -4.505 -3.286
O 0.518 1.033 0.000
S 0.217 -0.165 0.986
C -2.790 1.766 1.717
C 0.854 2.270 0.381
C -1.753 0.615 0.057
C 1.744 -1.795 -0.259
C -2.377 0.057 -0.411
C -1.146 3.348 1.289
H 1.719 -1.223 0.662
H -0.194 -0.145 -1.674
H 0.473 0.625 -0.755
H 2.268 0.172 -0.221
H 1.229 -1.273 0.083
H -0.854 0.174 -0.272
H 0.172 0.598 0.680
H -0.100 0.132 -0.088
H 0.139 0.046 0.141
H 0.663 0.539 -0.661
H 1.653 -0.409 0.253
H -0.500 0.257 -1.085
H -1.054 -0.031 0.248
H 0.157 0.711 1.650
H 1.475 0.546 0.477
H -0.217 0.113 -0.453
H 0.363 -1.940 0.260
H 1.651 -2.310 -1.405

- E: -24578.2744 eV
- Gap between HOMO and LUMO: 8.857 eV
- SMILES: CC1=CC[C@](O)(S)C(C(C)(C)C)=C1

***

No. 2
The molecule C4H12N4 in a non-equilibrium geometry, computed with ωB97M-V/def2-TZVPD.

Last column: natural (NBO) charge in e.
Geometry (Å):
H 2.717858 0.922791 -2.156045  0.344
N 1.803931 0.449892 -2.068382  -0.664
C 1.262970 0.742473 -0.923495  0.144
C -0.124682 0.218886 -0.551968  0.344
N -0.397033 -0.849481 -1.460285  -0.909
N -1.009809 1.286456 -0.889571  -0.878
N -0.216797 -0.228127 0.817343  -0.480
C -1.410800 0.047537 1.624936  -0.396
C 0.822309 -1.117505 1.368281  -0.398
H 1.765883 1.415972 -0.209352  0.165
H -0.935029 -1.670924 -1.217944  0.385
H 0.252845 -0.942539 -2.246446  0.404
H -1.473635 1.892499 -0.224963  0.385
H -1.171041 1.500399 -1.869718  0.400
H -1.413164 -0.555407 2.537034  0.204
H -2.306110 -0.194659 1.045263  0.195
H -1.417283 1.105223 1.901891  0.174
H 0.895926 -2.014251 0.746906  0.191
H 1.781345 -0.593752 1.386055  0.185
H 0.572316 -1.415486 2.390459  0.204

Forces on the atoms, in the same order (eV/Å):
H -0.604 -0.165 0.002
N -0.229 0.708 1.981
C 1.609 -0.394 -1.492
C 0.109 -1.386 -0.660
N 0.425 -1.094 -1.591
N -1.230 1.591 0.671
N -0.019 0.432 1.381
C 0.536 0.025 -0.899
C -0.649 0.656 -0.883
H -0.411 -0.142 -0.077
H 0.238 0.531 0.288
H -0.443 -0.104 0.672
H 0.460 -0.264 -0.116
H 0.229 -0.463 0.607
H 0.128 0.092 -0.232
H -0.146 0.130 0.230
H -0.366 0.013 0.231
H 0.260 -0.095 0.088
H 0.159 -0.240 0.046
H -0.057 0.171 -0.246

- E: -10301.4400 eV
- Gap between HOMO and LUMO: 8.861 eV
- SMILES: [H]/N=C/C(N)(N)N(C)C

***

No. 3
A structure of composition C22H26F3N4O11PS2 in a non-equilibrium geometry, computed with ωB97M-V/def2-TZVPD.

Last column: natural (NBO) charge in e.
Geometry (Å):
C 5.069025 2.880033 2.899736  -0.242
O 4.106442 1.933306 2.511089  -0.551
C 4.727523 0.714766 2.133031  -0.072
C 3.687937 -0.317215 1.686579  -0.425
C 2.257137 0.221612 1.602555  -0.398
C 1.492885 0.212535 2.930991  -0.402
C 0.010886 -0.155501 2.839347  -0.417
C -0.900844 0.888045 2.246687  -0.035
C -0.512185 1.825907 1.340658  -0.131
C -1.432957 2.758569 0.808671  0.050
N -1.131973 3.693074 -0.096533  -0.600
S -2.503144 4.492686 -0.354124  0.959
N -3.500607 3.724002 0.636560  -0.626
C -2.786464 2.758608 1.218245  0.167
C -3.203415 1.767896 2.162224  -0.437
P -4.959698 1.712961 2.718231  1.202
N -5.034318 3.072716 3.774564  -1.149
O -5.788102 2.159489 1.363101  -0.986
C -2.283759 0.871033 2.637150  0.188
N -2.731862 -0.150915 3.587584  -0.496
C -3.300428 -1.073297 3.041582  0.251
S -4.009925 -2.262942 2.345610  0.076
H 5.633091 2.498512 3.757226  0.159
H 4.552180 3.781352 3.204439  0.189
H 5.770719 3.099451 2.092541  0.171
H 5.412340 0.922150 1.313427  0.190
H 5.290714 0.335084 2.990718  0.158
H 3.934338 -0.610065 0.668233  0.226
H 3.745162 -1.232481 2.270186  0.195
H 2.319311 1.204363 1.149739  0.214
H 1.732228 -0.438721 0.910081  0.195
H 1.635526 1.138704 3.481540  0.218
H 1.957326 -0.556186 3.548573  0.204
H -0.339540 -0.322635 3.857391  0.225
H -0.114169 -1.117025 2.342133  0.218
H 0.500913 1.876255 0.987061  0.229
H -4.094076 3.247556 4.114882  0.390
H -5.608880 2.829743 4.568991  0.387
H -6.386142 2.880074 1.600025  0.500
C -5.041392 -1.210853 -2.416503  -0.131
C -5.847031 -2.130038 -1.528793  0.444
O -5.479636 -3.417388 -1.999494  -0.484
C -4.223373 -3.313716 -2.495576  0.974
O -3.508758 -4.230581 -2.730188  -0.574
O -3.878495 -2.016685 -2.670804  -0.494
F -7.178804 -1.962105 -1.692868  -0.319
H -5.551098 -0.987332 -3.354149  0.206
H -4.770789 -0.278921 -1.926763  0.220
H -5.597141 -2.043629 -0.471129  0.163
C 5.167324 -0.817647 -3.575255  -0.131
C 3.956158 -0.781268 -2.675070  0.445
O 4.498575 -0.334492 -1.444844  -0.505
C 5.589416 0.436644 -1.750945  0.973
O 6.124085 1.174671 -0.997407  -0.557
O 5.964158 0.241552 -3.035047  -0.479
F 3.418121 -2.015582 -2.497247  -0.329
H 5.705951 -1.762219 -3.488784  0.205
H 4.929498 -0.633760 -4.619281  0.219
H 3.173783 -0.091491 -2.995967  0.165
C -0.348525 -3.304758 -3.335276  -0.143
C -0.655193 -1.838073 -3.514414  0.446
O 0.481032 -1.371730 -4.223402  -0.505
C 0.958596 -2.426874 -4.949076  0.970
O 1.738797 -2.331577 -5.835609  -0.567
O 0.421603 -3.587304 -4.513492  -0.479
F -0.727030 -1.188479 -2.325113  -0.329
H 0.264091 -3.484136 -2.449918  0.201
H -1.240299 -3.923186 -3.286744  0.241
H -1.556799 -1.632571 -4.091556  0.160

Forces on the atoms, in the same order (eV/Å):
C 0.015 -0.243 0.243
O -0.156 -0.007 -0.056
C -0.197 -0.057 0.250
C -0.061 0.268 -0.615
C 0.111 -0.553 0.170
C 0.160 -0.233 -0.201
C 0.206 0.559 0.511
C -0.142 -0.261 -0.028
C 0.218 -0.157 0.041
C 0.462 -0.158 -0.078
N -0.278 0.256 -0.119
S 0.124 -0.043 0.111
N -0.169 0.144 -0.108
C 0.387 -0.297 0.239
C -0.891 0.712 0.092
P -0.524 -1.559 0.397
N 0.503 -0.187 -0.456
O 0.207 0.305 0.337
C -0.415 0.525 0.155
N 0.242 0.247 -1.108
C 0.156 0.040 0.500
S -0.223 -0.390 -0.068
H 0.149 0.068 0.060
H -0.103 0.180 -0.043
H 0.037 0.054 -0.114
H 0.242 -0.017 -0.032
H 0.195 -0.015 0.025
H 0.152 -0.076 0.129
H -0.117 -0.010 0.309
H -0.135 0.139 -0.039
H -0.173 0.031 -0.143
H -0.079 0.235 -0.038
H 0.012 -0.110 0.126
H -0.056 -0.085 0.099
H -0.029 -0.068 -0.263
H 0.161 -0.010 0.013
H -0.089 0.462 0.028
H -0.061 0.028 0.106
H 0.095 0.182 -0.262
C 0.198 0.249 0.059
C -0.319 0.078 -0.195
O 0.213 0.151 0.227
C 0.095 -0.128 -0.058
O 0.033 -0.064 -0.099
O -0.206 0.120 -0.018
F 0.049 -0.069 0.004
H -0.113 -0.149 0.024
H 0.215 -0.093 0.026
H -0.147 -0.026 0.085
C 0.049 -0.005 -0.325
C -0.056 -0.327 0.111
O 0.127 0.379 -0.493
C 0.105 -0.051 0.044
O 0.041 0.002 0.112
O -0.162 -0.084 0.051
F -0.015 0.081 0.041
H -0.103 -0.049 0.109
H 0.073 0.180 0.029
H -0.111 -0.130 -0.001
C -0.185 -0.343 0.037
C 0.224 0.026 0.340
O -0.222 -0.152 -0.278
C 0.217 -0.131 0.062
O 0.106 0.093 0.015
O -0.076 0.234 0.075
F 0.006 0.073 -0.054
H 0.028 0.190 0.009
H 0.050 -0.048 -0.216
H -0.052 0.092 0.104

- E: -90830.3024 eV
- Gap between HOMO and LUMO: 7.514 eV